[1]
Here is 9 unconnected molecules or ions with the total composition C3H24O9S2 at a distorted geometry from the Open Molecules 2025 dataset. Energies are from ωB97M-V/def2-TZVPD.

The geometry in XYZ format:
```
38
Properties=species:S:1:pos:R:3:forces:R:3
C 1.42139 1.31313 -1.84477 -0.7 -0.8 -0.2
C 0.98248 0.43711 -3.02858 1.0 -0.9 0.9
O -0.38146 0.57561 -3.16578 -2.2 0.0 -0.4
C 0.42084 2.52489 -1.76140 0.4 -1.9 0.7
S 1.24723 3.76571 -0.74902 -0.9 1.1 -1.4
S 1.12978 2.93262 1.00242 -0.6 -0.9 1.1
H 2.48864 1.52961 -1.93047 -0.2 0.5 -0.3
H 1.37492 0.65134 -0.98512 -0.4 0.4 0.7
H 1.51501 0.83913 -3.85245 0.5 -0.1 -1.3
H 1.27048 -0.61595 -2.77237 -0.1 0.8 -0.6
H -0.81161 0.20704 -3.96593 1.0 0.1 0.6
H -0.49844 2.13951 -1.25848 0.8 0.7 -0.1
H 0.06358 2.82710 -2.75243 0.7 0.7 0.2
H 0.68870 4.02427 1.66506 0.5 0.3 0.0
H 0.59389 -3.50491 -1.99328 -0.4 0.6 -1.0
H 0.83138 -3.72233 -0.64668 -0.5 0.8 0.9
O 0.45567 -2.99842 -1.18355 1.3 -1.7 -0.8
H 2.72930 -2.69069 0.24100 0.0 1.1 -0.5
H 4.11384 -1.80646 0.56091 -0.6 0.4 -0.8
O 3.56349 -2.57228 0.68556 0.6 -1.5 1.3
H 1.19795 -0.26739 2.70863 -0.8 -0.3 0.0
H 2.44155 0.20378 2.05921 0.1 -0.2 -0.5
O 1.52507 -0.00843 1.83415 0.7 0.5 0.3
H -3.34679 -1.33799 -0.02917 -0.5 0.8 -0.2
H -2.77665 -0.53839 -1.36911 -1.0 0.4 0.3
O -2.73439 -1.26865 -0.75901 1.3 -1.0 -0.4
H -0.26304 -1.33281 0.86992 0.4 0.3 0.2
H -0.93271 -2.17167 -0.12713 -0.5 -0.4 -0.3
O -0.71336 -2.17705 0.80442 0.1 0.4 1.3
H -0.32111 -1.18950 4.36458 -0.2 -0.9 0.0
H -0.49004 -1.63907 2.80435 -0.3 -1.7 -0.2
O -0.40410 -0.95507 3.44460 0.5 2.1 0.4
H -2.86866 1.08500 0.39265 -0.5 -0.6 0.0
H -2.98480 2.35310 1.04658 -0.5 0.5 0.6
O -3.56912 1.67058 0.70736 0.6 0.2 -1.0
H -1.53130 0.74732 2.76610 0.1 -1.4 0.4
H -2.98293 0.10833 3.21556 0.7 -0.8 -0.1
O -2.44469 0.86189 3.00166 -0.6 2.3 0.1
```
Positions in Å, forces in eV/Å.

Gap between HOMO and LUMO (spin up / spin down)   8.953 / 4.939 eV
HOMO energy (spin up / spin down)   -12.79 / -12.79 eV
LUMO level (spin up / spin down)   -3.83 / -7.85 eV
Multiplicity   2
Net charge   +1

***

[2]
Here is a molecular structure, C32H70AsF12O18V at a distorted geometry from the Open Molecules 2025 dataset. Energies are from ωB97M-V/def2-TZVPD.

The geometry in XYZ format:
```
134
Properties=species:S:1:pos:R:3:forces:R:3
O 2.95688 0.57046 -4.14197 -1.2 -1.6 -0.8
V 1.79871 -0.52200 -4.29580 -0.4 2.1 2.4
O 0.43679 0.28178 -4.28320 1.5 -1.0 -0.5
As 1.00485 0.39834 -0.04644 -0.9 0.9 0.4
F 2.58821 -0.17725 0.37180 -0.3 0.0 0.0
F 1.61264 2.00414 -0.31995 0.0 -0.5 -0.1
F -0.60545 0.92149 -0.47853 0.5 0.0 -0.1
F 0.30517 -1.18282 0.22163 0.6 0.0 -0.2
F 0.67377 0.85191 1.60905 0.3 -0.5 -0.3
F 1.33407 -0.02116 -1.74915 -0.1 -0.1 0.3
C 2.03857 0.66178 6.28570 0.4 -0.1 0.3
O 0.64292 0.68179 6.08770 0.2 0.5 -0.1
C 0.28425 0.86166 4.73171 -0.9 -0.2 0.2
C -1.17280 1.27553 4.66781 0.1 0.3 0.6
O -1.29936 2.57635 5.21838 0.0 -0.1 -0.1
C -2.62212 3.06096 5.14052 0.4 -0.1 0.5
H 2.60337 1.03677 5.42912 -0.1 -0.1 -0.1
H 2.37782 -0.35069 6.52260 0.0 -0.1 -0.2
H 2.32943 1.27719 7.14011 -0.3 0.1 0.0
H 0.36865 -0.10256 4.22374 0.3 0.2 -0.3
H 0.87311 1.65100 4.25857 0.2 -0.2 -0.1
H -1.77247 0.58430 5.27232 0.0 -0.2 -0.1
H -1.55082 1.27293 3.63923 0.2 -0.1 -0.1
H -2.90909 3.20204 4.09456 -0.2 0.2 0.0
H -2.62845 3.98592 5.71599 -0.1 0.2 -0.4
H -3.32709 2.39317 5.65137 0.0 -0.2 -0.2
C 1.56101 -2.90022 4.87910 0.7 -0.5 0.7
O 0.23338 -2.83756 4.45362 -0.2 0.0 -0.2
C 0.10634 -2.60405 3.07604 0.1 0.6 -0.7
C -1.32818 -2.46238 2.64105 -1.3 0.7 0.9
O -1.95988 -3.67290 2.28426 0.6 -0.6 -0.6
C -3.28625 -3.48767 1.86605 0.0 0.5 -0.1
H 1.55904 -2.82047 5.96689 -0.1 0.0 0.0
H 2.24714 -2.12375 4.51691 -0.5 0.3 -0.3
H 2.03331 -3.85891 4.62270 -0.1 0.0 -0.1
H 0.61666 -3.33977 2.43945 -0.1 -0.3 0.3
H 0.58469 -1.65131 2.81250 0.1 0.0 0.1
H -1.42634 -1.68516 1.87187 0.3 -0.5 -0.5
H -1.95661 -2.03805 3.44432 0.5 0.1 0.4
H -3.59850 -4.32135 1.24090 0.1 -0.2 0.2
H -3.37259 -2.58020 1.25604 0.0 0.0 0.0
H -3.96588 -3.36607 2.71443 0.0 -0.1 0.1
C -0.42367 -2.67633 -5.11152 -0.7 0.3 -0.4
O 0.86580 -2.47689 -4.50942 0.1 0.3 -0.5
C 1.17505 -3.55735 -3.61861 0.2 -0.4 -0.3
C 2.58943 -3.35941 -3.15210 0.0 -0.3 0.1
O 2.78076 -1.96530 -2.94337 -0.5 0.5 -0.2
C 3.75777 -1.63100 -1.94971 1.0 0.4 0.0
H -0.39992 -3.49739 -5.82859 0.2 -0.2 0.2
H -0.75515 -1.79520 -5.65825 0.4 0.2 0.2
H -1.16822 -2.84187 -4.33348 0.1 -0.2 0.0
H 1.12019 -4.48986 -4.18623 -0.1 0.0 0.1
H 0.44101 -3.58713 -2.81237 0.1 0.1 0.0
H 3.30949 -3.71191 -3.89725 0.0 0.1 0.0
H 2.75014 -3.92610 -2.23327 0.0 0.1 0.1
H 3.42202 -1.70029 -0.91715 -0.5 -0.4 -0.3
H 4.04107 -0.59112 -2.09500 -0.1 0.0 -0.2
H 4.63393 -2.25828 -2.12047 0.0 0.0 0.1
C -5.56883 4.28951 -3.02415 -0.4 -0.1 -0.3
O -4.22778 4.40609 -2.65344 0.4 0.0 0.3
C -3.50200 5.30300 -3.49228 -1.4 -0.4 -0.2
C -2.01668 5.15413 -3.27610 0.1 0.5 -0.5
O -1.48560 4.00632 -3.89519 -0.3 -0.5 0.0
C -1.55052 2.83924 -3.08143 0.2 0.1 0.2
H -6.08654 3.57150 -2.38815 0.3 0.0 0.2
H -5.64410 3.91022 -4.05286 -0.1 0.2 0.0
H -6.11477 5.23833 -2.93981 0.1 0.1 -0.1
H -3.93360 6.30725 -3.37510 0.6 0.3 0.5
H -3.78691 5.08828 -4.53329 0.5 -0.3 -0.1
H -1.75087 5.19117 -2.21443 -0.1 0.0 0.0
H -1.53981 5.99371 -3.79128 0.0 0.1 0.2
H -2.41318 2.84385 -2.41492 0.0 0.1 0.0
H -0.63184 2.76940 -2.49261 0.0 -0.1 0.1
H -1.62850 1.94991 -3.70678 0.1 0.1 -0.2
C 0.34016 -4.60568 -0.04702 0.0 1.6 -0.5
O 0.57967 -5.49508 -1.11507 0.1 -0.2 0.3
C 0.46374 -6.84937 -0.72294 0.1 -0.6 0.1
C 0.60132 -7.75556 -1.94568 0.7 0.9 0.5
O -0.64049 -8.04422 -2.53524 0.2 -0.6 -0.2
C -1.35949 -6.89899 -2.92226 -0.1 0.2 -0.5
H -0.71331 -4.47529 0.22615 0.0 -0.7 0.1
H 0.60727 -3.61156 -0.43119 0.1 -0.1 0.1
H 0.95279 -4.75000 0.84627 0.0 -0.5 -0.1
H -0.49879 -7.03815 -0.23316 -0.1 0.1 -0.1
H 1.22196 -7.11449 0.02597 0.2 0.2 -0.1
H 1.19097 -8.63440 -1.68214 -0.9 -0.6 0.1
H 1.33396 -7.27643 -2.61454 -0.5 0.4 -0.4
H -1.71926 -6.32851 -2.06424 0.2 0.2 0.0
H -2.23418 -7.16888 -3.51461 0.1 -0.5 0.2
H -0.75392 -6.27977 -3.59439 0.1 0.3 0.3
C 5.88906 3.29189 1.30981 -1.0 -0.5 -1.0
O 5.39518 3.22584 2.62176 0.5 0.3 0.4
C 4.14922 2.59580 2.70803 -0.2 -1.3 -0.5
C 4.22681 1.07113 2.65422 -0.9 -0.2 0.0
O 4.91590 0.52843 3.74302 0.4 0.4 0.6
C 5.35943 -0.79927 3.59160 -0.3 0.7 -1.1
H 5.27768 3.98727 0.72023 0.3 0.4 0.1
H 5.74948 2.34745 0.76341 0.2 -0.2 0.3
H 6.94735 3.52053 1.24452 0.0 0.3 0.5
H 3.48192 2.81728 1.86089 0.1 0.5 0.0
H 3.61910 2.88078 3.61577 0.4 0.2 0.2
H 4.60048 0.69157 1.69492 0.4 0.2 0.1
H 3.17641 0.73610 2.67258 0.0 -0.1 0.0
H 5.92655 -0.87404 2.65149 0.2 -0.1 0.1
H 4.50995 -1.47959 3.45674 0.1 -0.2 0.5
H 6.00824 -1.00743 4.43457 -0.2 -0.3 0.1
C -2.47229 -2.03341 -1.74360 0.3 0.1 -0.8
C -2.49171 -0.59816 -2.21948 0.1 0.8 0.4
O -3.76059 -0.24232 -2.81734 -0.8 0.0 0.1
C -3.87252 -0.38398 -4.12182 0.5 0.2 0.9
O -3.00120 -0.78424 -4.83676 0.0 -0.2 -0.8
C -5.27233 0.02845 -4.62979 0.8 -0.1 0.2
F -5.94764 -1.08900 -4.89701 -0.4 -0.2 -0.2
F -5.95129 0.74025 -3.75269 -0.3 0.2 0.4
F -5.13712 0.74901 -5.73246 -0.1 0.1 -0.5
H -2.80822 -2.66040 -2.57374 0.0 -0.3 0.2
H -3.09017 -2.18455 -0.86369 -0.2 0.0 -0.1
H -1.44475 -2.29571 -1.48361 0.0 0.0 0.1
H -1.72958 -0.30538 -2.94016 0.2 -0.4 0.1
H -2.40531 0.07847 -1.37679 0.0 0.0 0.0
C -0.40377 3.95054 1.98343 -0.3 0.1 0.4
C 0.39303 4.74384 0.99870 0.2 -0.1 -0.5
O -0.13029 6.08767 0.95748 -0.8 0.5 0.5
C 0.31689 6.91685 0.04840 1.0 -0.3 -0.1
O 1.12250 6.65783 -0.80185 -0.2 0.1 -0.2
C -0.18819 8.36915 0.23022 0.2 -0.1 -0.5
F -0.70968 8.57081 1.43566 -0.1 0.2 -0.1
F 0.84494 9.20238 0.04425 -0.2 -0.1 0.3
F -1.09654 8.67432 -0.71341 -0.1 -0.2 0.3
H 0.20594 3.08787 2.24581 -0.3 -0.1 0.2
H -1.37197 3.62179 1.60234 0.1 -0.1 -0.2
H -0.62631 4.54593 2.87128 0.3 -0.1 0.1
H 0.33803 4.30573 0.00187 0.2 0.1 0.0
H 1.43788 4.79920 1.31084 0.0 0.1 -0.2
```
Positions in Å, forces in eV/Å.

Gap between HOMO and LUMO   6.138 eV
HOMO energy   -9.11 eV
LUMO level   -2.97 eV
Energy relative to the best compared isomer or geometry (same formula, charge and spin)   28.23 kJ/mol
Multiplicity   1
Net charge   0

***

[3]
Here is a molecular structure, C37H31AsAuP2S4Si at a distorted geometry from the Open Molecules 2025 dataset. Energies are from ωB97M-V/def2-TZVPD.

The geometry in XYZ format:
```
77
Properties=species:S:1:pos:R:3:forces:R:3
Au -0.05085 -0.79575 -1.26989 0.2 0.4 0.0
C -0.36436 2.23588 -3.29606 0.1 -0.2 0.3
Si -0.03420 1.52667 -1.56258 0.1 0.1 -0.2
C -1.36831 2.31146 -0.44813 0.2 -0.3 -0.1
C -1.51052 3.69795 -0.38008 0.0 0.1 0.0
C -2.51048 4.28950 0.37286 0.0 0.0 0.0
C -3.41002 3.48882 1.06254 0.0 0.0 0.0
C -3.29208 2.11097 1.00571 0.0 0.1 -0.1
C -2.27119 1.51271 0.26205 -0.2 0.1 0.2
P -2.15091 -0.31311 0.16825 -0.8 0.0 -0.5
C -3.34880 -0.69988 -1.15523 -0.1 0.1 0.0
C -4.06129 0.26879 -1.85756 0.0 -0.1 0.0
C -4.88697 -0.10438 -2.90918 0.0 0.0 -0.1
C -5.00207 -1.43941 -3.26550 -0.1 0.0 -0.1
C -4.29334 -2.40924 -2.56892 0.0 0.0 0.0
C -3.45961 -2.04282 -1.52596 0.0 0.0 0.0
C -3.02999 -0.82288 1.68108 0.4 0.0 0.1
C -4.10365 -1.70260 1.70035 -0.1 0.1 0.1
C -4.66229 -2.08077 2.91230 -0.1 0.0 -0.1
C -4.16005 -1.58226 4.10286 0.0 0.0 0.1
C -3.07042 -0.72151 4.08877 0.0 0.0 0.1
C -2.49060 -0.36549 2.88595 -0.1 -0.1 -0.2
C 1.67158 2.20260 -1.04962 -0.1 -0.2 0.0
C 2.08238 3.50521 -1.34457 0.0 0.0 0.0
C 3.35558 3.94724 -1.03199 0.0 0.1 0.0
C 4.26922 3.07833 -0.45075 0.0 -0.1 0.0
C 3.88945 1.77933 -0.16547 0.0 -0.1 0.1
C 2.59211 1.34574 -0.44727 -0.5 0.5 0.0
P 2.13900 -0.37625 0.01955 0.1 -0.6 0.3
C 3.03595 -0.41083 1.61602 0.6 0.4 0.1
C 4.11796 -1.20260 1.96522 0.0 0.2 -0.2
C 4.63985 -1.12688 3.25151 0.0 0.0 0.2
C 4.09486 -0.26309 4.18436 0.1 -0.1 0.1
C 3.00820 0.53292 3.83828 -0.1 0.0 -0.1
C 2.47562 0.44592 2.56882 0.4 0.3 0.1
C 3.11582 -1.32851 -1.18379 -0.3 -0.6 0.0
C 3.51639 -2.63495 -0.91531 0.1 0.2 0.2
C 4.12479 -3.39180 -1.90658 0.1 0.0 0.0
C 4.30584 -2.86745 -3.17454 0.0 -0.1 0.1
C 3.86158 -1.58223 -3.46152 0.0 0.1 0.0
C 3.26158 -0.82052 -2.47680 0.1 0.1 0.1
H -0.36235 3.32768 -3.28438 0.0 0.1 0.0
H 0.39688 1.90321 -4.00271 0.0 0.0 0.0
H -1.33707 1.90448 -3.66157 0.0 0.0 0.0
H -0.82020 4.32847 -0.93002 0.0 0.0 0.0
H -2.59030 5.36862 0.41779 0.0 0.0 0.0
H -4.20814 3.93470 1.64275 0.0 0.0 0.0
H -4.00808 1.49290 1.53009 0.0 0.0 0.0
H -3.97361 1.31410 -1.59074 0.0 0.0 0.0
H -5.43680 0.65614 -3.45027 0.0 0.0 0.0
H -5.63679 -1.72522 -4.09525 0.0 0.0 0.0
H -4.38190 -3.45225 -2.84355 0.0 0.0 0.0
H -2.88249 -2.79718 -0.99632 0.0 0.0 0.0
H -4.51225 -2.09037 0.77810 0.0 0.0 0.0
H -5.49124 -2.77665 2.92073 0.0 0.0 0.0
H -4.60412 -1.87576 5.04566 0.0 0.0 0.0
H -2.66845 -0.34104 5.01926 0.0 0.0 0.0
H -1.61408 0.26979 2.86289 0.0 0.1 0.1
H 1.38817 4.18607 -1.82448 0.0 0.0 0.0
H 3.63896 4.97042 -1.24662 0.0 0.0 0.0
H 5.27546 3.40541 -0.22194 0.0 0.0 0.0
H 4.60421 1.09096 0.26578 0.0 0.0 0.1
H 4.57209 -1.87090 1.24786 0.0 0.0 0.0
H 5.47726 -1.75815 3.52067 0.0 0.0 0.0
H 4.50295 -0.21488 5.18600 0.0 0.0 0.0
H 2.57475 1.20764 4.56558 0.0 0.0 0.0
H 1.60556 1.03373 2.29324 0.1 0.1 0.1
H 3.32076 -3.08406 0.05287 -0.1 -0.1 -0.1
H 4.43639 -4.40322 -1.68128 -0.1 0.0 0.0
H 4.76673 -3.46507 -3.95086 0.0 0.0 0.0
H 3.97355 -1.17905 -4.46034 0.0 0.0 0.0
H 2.89040 0.16872 -2.71387 0.0 0.0 0.0
S 1.81466 -4.62585 1.36927 0.1 0.4 0.0
As 0.20813 -3.37620 0.75570 -0.6 -3.2 0.0
S 0.57783 -1.38715 1.52685 0.3 1.0 0.0
S 0.11112 -3.21958 -1.41651 0.1 0.3 -0.3
S -1.63371 -4.11526 1.53046 0.2 0.7 -0.1
```
Positions in Å, forces in eV/Å.

Gap between HOMO and LUMO (spin up / spin down)   5.144 / 5.144 eV
HOMO energy (spin up / spin down)   -3.98 / -3.98 eV
LUMO level (spin up / spin down)   1.17 / 1.17 eV
Energy relative to the best compared isomer or geometry (same formula, charge and spin)   46.88 kJ/mol
Multiplicity   1
Net charge   -1

***

| no. | electronic energy (eV) |
| --- | --- |
| 1 | -43588.434 |
| 2 | -190306.609 |
| 3 | -173203.131 |